(1)
DFT (ωB97M-V/def2-TZVPD) results for a single C11H10N2 molecule in a non-equilibrium geometry.

Geometry as XYZ:
```
23
Properties=species:S:1:pos:R:3:nbo_charge:R:1
C -3.5074 0.6814 -0.0822 -0.3548
C -3.4300 -0.7218 0.0226 -0.0578
C -2.1874 1.0738 -0.0453 -0.0519
C 2.7242 -0.0486 -0.0507 -0.2042
C 1.7960 1.1007 0.5251 -0.2195
C 1.7323 -0.2038 -1.2780 -0.2044
C 1.8045 -1.0900 0.7195 -0.1952
C 0.8765 0.8894 -0.7148 -0.2325
C 1.0139 0.0143 1.2962 -0.2470
C 0.9280 -1.2746 -0.5077 -0.2235
C 0.0435 -0.1395 0.1171 0.1805
N -2.1748 -1.1144 0.1115 -0.2803
N -1.4721 -0.0214 0.0912 -0.1373
H -4.4566 1.1433 -0.1638 0.2300
H -4.3010 -1.4673 0.0140 0.2093
H -1.6130 1.9583 -0.1130 0.2136
H 3.8375 -0.2380 0.0287 0.2211
H 2.3174 1.9076 0.9718 0.2212
H 2.2032 -0.3594 -2.3489 0.2224
H 2.3180 -1.9863 1.3160 0.2188
H 0.5230 1.7884 -1.1586 0.2245
H 0.5936 0.2048 2.2547 0.2258
H 0.4306 -2.0971 -1.0052 0.2411
```

The relative energy (zero: lowest compared OMol25 entry of this formula, charge and spin) comes out at 7.1103 eV. The highest occupied orbital energy comes out at -0.334 hartree. As for the structure (SMILES): c1cnn([C@]23[C@H]4[C@@H]5C6[C@H]4[C@H]2[C@@H]6[C@@H]53)c1. As for the calculated total energy: -14542.463 eV. The value obtained for the gap between HOMO and LUMO is 10.0116 eV. As for the largest force on an atom: 5.821 eV/Å.


(2)
DFT (ωB97M-V/def2-TZVPD) results for a single C2H4NP molecule in a non-equilibrium geometry.

Geometry as XYZ:
```
8
Properties=species:S:1:pos:R:3:nbo_charge:R:1
C -0.8883 -0.2854 0.1096 0.0375
C 0.5863 -0.4277 0.4464 -0.6758
N -1.6771 -1.0604 -0.4898 -0.5360
P -2.5873 0.3203 0.2181 0.5373
H 0.9265 0.0959 1.4054 0.2338
H 1.2324 -0.1011 -0.3084 0.2423
H 0.8931 -1.4455 0.6208 0.2407
H -2.8036 1.2451 -1.0206 -0.0799
```

The relative energy (zero: lowest compared OMol25 entry of this formula, charge and spin) comes out at 0.9621 eV. The highest occupied orbital energy comes out at -0.341 hartree. As for the structure (SMILES): CC1=[PH]=N1. As for the calculated total energy: -12915.567 eV. The value obtained for the gap between HOMO and LUMO is 10.1411 eV. As for the largest force on an atom: 2.633 eV/Å.


(3)
DFT (ωB97M-V/def2-TZVPD) results for 7 unconnected molecules or ions with the total composition C42H80BN6O2 in a non-equilibrium geometry.

Geometry as XYZ:
```
131
Properties=species:S:1:pos:R:3:mulliken_charge:R:1
C 0.3776 1.3335 1.9090 -0.7437
C -0.7701 1.8660 2.7888 -1.1305
C -1.9992 2.3448 2.0188 0.0667
C -1.8363 3.7365 1.3304 -0.9091
C -1.7361 3.7319 -0.2101 -0.9499
C -0.3646 3.3671 -0.8009 -0.4760
C 0.8385 4.0988 -0.1952 -0.6998
C 2.1987 3.4470 -0.5486 -0.4458
C 2.3182 2.9212 -1.9959 -0.7626
C 3.7740 2.9837 -2.4921 -1.1571
C 4.5841 1.6749 -2.3904 -0.0327
C 4.3605 0.8189 -1.1299 -0.1676
C 4.4906 -0.6700 -1.5314 -1.2215
C 3.2480 -1.1487 -2.2955 -0.1593
C 3.4860 -2.4589 -3.0691 1.3034
C 3.0366 -2.4464 -4.5398 -1.7340
B 1.4926 -2.0349 -4.8115 1.0109
O 0.4542 -3.0907 -4.6236 -0.4028
C -0.6377 -2.6587 -5.4207 -0.4918
C -0.1916 -1.2985 -6.0363 -0.4609
O 1.1848 -1.4612 -6.1558 -0.7350
H -0.0007 0.9309 0.9736 0.2329
H 0.9052 0.5402 2.4395 0.5586
H 1.0954 2.1315 1.7403 -0.0717
H -1.0937 1.0072 3.3889 0.4015
H -0.4117 2.6102 3.5020 0.4536
H -2.3466 1.6030 1.3014 0.2939
H -2.8024 2.4525 2.7555 -0.0078
H -1.0353 4.3005 1.8085 0.4641
H -2.7602 4.2760 1.5624 0.4038
H -2.1047 4.6886 -0.5895 0.4193
H -2.4562 2.9909 -0.5551 0.3133
H -0.4000 3.6603 -1.8520 0.6231
H -0.2410 2.2837 -0.8083 0.2717
H 0.8713 5.0973 -0.6388 0.3154
H 0.7909 4.1485 0.8908 0.2633
H 2.9599 4.2213 -0.4136 0.3321
H 2.4490 2.6550 0.1558 0.1581
H 2.0407 1.8658 -1.9755 0.2836
H 1.6346 3.4430 -2.6607 0.6140
H 3.7353 3.2375 -3.5574 0.3603
H 4.3407 3.7936 -2.0268 0.4415
H 5.6384 1.9601 -2.3833 -0.4643
H 4.4711 1.0494 -3.2748 0.5062
H 3.3674 0.9147 -0.6919 -0.1279
H 5.1285 1.0123 -0.3795 0.4913
H 5.3276 -0.7391 -2.2340 0.5962
H 4.7023 -1.3033 -0.6670 0.0954
H 2.9257 -0.3550 -2.9659 0.6682
H 2.4325 -1.3032 -1.5816 -0.0406
H 2.9299 -3.2609 -2.5757 -1.2271
H 4.5537 -2.6932 -3.0228 0.4495
H 3.6876 -1.8064 -5.1476 0.1451
H 3.1861 -3.4682 -4.9260 0.4292
H 1.1665 -1.0949 -4.0368 -0.3758
H -0.7651 -3.3462 -6.2691 0.2585
H -1.5256 -2.6216 -4.7800 0.2600
H -0.4656 -0.4961 -5.3326 0.1469
H -0.7018 -1.0623 -6.9773 0.3234
C 10.1193 3.8120 -1.1046 -1.1264
C 10.3547 2.9464 -2.3371 -0.4173
C 9.0542 2.4107 -2.9451 -0.3894
C 8.3286 1.5751 -1.9866 0.2627
N 7.7523 0.9198 -1.2396 -0.4464
H 9.6479 3.2418 -0.3034 0.3433
H 11.0648 4.1970 -0.7213 0.3290
H 9.4784 4.6639 -1.3397 0.2969
H 11.0038 2.1095 -2.0729 0.2937
H 10.8791 3.5311 -3.0955 0.3010
H 9.2646 1.8109 -3.8307 0.3205
H 8.4040 3.2343 -3.2449 0.2861
C -6.1485 2.1033 2.7211 -0.5917
C -7.0043 1.4694 1.6294 -0.3594
C -6.2657 0.3756 0.8498 -0.3024
C -5.0825 0.9288 0.1855 0.0846
N -4.1456 1.3573 -0.3240 -0.4560
H -5.2734 2.6030 2.3023 0.2489
H -6.7233 2.8523 3.2704 0.0120
H -5.8030 1.3512 3.4347 0.2870
H -7.3411 2.2460 0.9394 0.3667
H -7.8970 1.0306 2.0800 0.0855
H -6.9180 -0.0624 0.0969 0.3818
H -5.9498 -0.4191 1.5171 0.1209
C -9.4460 -0.5962 4.1454 -0.7000
C -9.0662 -1.9714 4.6733 -0.5904
C -7.6278 -2.3446 4.3049 -0.3082
C -7.4407 -2.3633 2.8537 0.2940
N -7.3054 -2.3201 1.7130 -0.5366
H -9.4227 -0.5701 3.0530 0.3436
H -10.4574 -0.3278 4.4550 0.3804
H -8.7471 0.1519 4.5346 -0.0204
H -9.7598 -2.7192 4.2822 0.3756
H -9.1576 -1.9864 5.7605 0.3401
H -7.3638 -3.3252 4.7023 0.3277
H -6.9374 -1.6122 4.7268 0.2302
C -8.6806 4.3049 5.6278 -1.0276
C -7.7946 4.1662 6.8608 -0.4332
C -6.6704 3.1414 6.6717 -0.4187
C -7.2152 1.8103 6.3995 0.1993
N -7.6574 0.7705 6.1872 -0.4479
H -9.1912 3.3688 5.3963 0.2848
H -9.4461 5.0631 5.7912 0.3535
H -8.0955 4.5995 4.7546 0.2347
H -8.4075 3.8800 7.7175 0.2991
H -7.3470 5.1329 7.0967 0.3134
H -6.0506 3.0808 7.5664 0.3349
H -6.0282 3.4276 5.8369 0.2421
C 1.1328 -6.1682 -3.7786 -1.2710
C 1.9322 -6.2318 -2.4857 0.0735
C 3.3005 -6.9088 -2.6352 -0.0087
C 3.1519 -8.3051 -3.0585 0.0949
N 3.0267 -9.3994 -3.3904 -0.4997
H 0.8977 -7.1647 -4.1629 0.4852
H 0.1945 -5.6428 -3.6140 0.2737
H 1.6838 -5.6206 -4.5428 0.2645
H 1.3544 -6.7629 -1.7230 0.4049
H 2.0874 -5.2137 -2.1237 -0.2499
H 3.8292 -6.8951 -1.6825 0.1057
H 3.9167 -6.3827 -3.3651 0.2750
C 2.9578 -3.3432 0.6514 -0.4363
C 3.5519 -4.5992 1.2811 -0.5574
C 5.0699 -4.7019 1.0830 -0.5462
C 5.4016 -4.7470 -0.3423 0.3618
N 5.6477 -4.7452 -1.4645 -0.4885
H 3.1009 -3.3293 -0.4300 -0.3279
H 1.8850 -3.2930 0.8384 0.3921
H 3.4153 -2.4421 1.0651 0.3883
H 3.0694 -5.4814 0.8539 0.2742
H 3.3389 -4.6056 2.3525 0.3357
H 5.4597 -5.6036 1.5574 0.3478
H 5.5725 -3.8422 1.5290 0.3466
```

The highest occupied orbital energy comes out at -0.133 hartree. Its total charge is -1. As for the calculated total energy: -58564.658 eV. The value obtained for the gap between HOMO and LUMO is 5.0935 eV. As for the largest force on an atom: 1.288 eV/Å.


(4)
DFT (ωB97M-V/def2-TZVPD) results for 9 unconnected molecules or ions with the total composition C23H58N7O13 in a non-equilibrium geometry.

Geometry as XYZ:
```
101
Properties=species:S:1:pos:R:3:mulliken_charge:R:1
C 11.1379 18.1057 -17.8290 -0.4907
C 10.7060 17.0549 -18.8058 0.1651
O 10.8765 15.8822 -18.6683 -0.3183
N 9.8229 17.4900 -19.9835 -0.0651
H 9.3166 16.6593 -20.3037 0.4271
H 9.0949 18.1658 -19.7363 0.4459
C 10.6743 17.9437 -21.1771 -0.8524
H 10.3133 18.7250 -17.4809 0.4513
H 11.9332 18.7462 -18.2232 0.4726
H 11.6510 17.5229 -17.0625 -0.3347
H 11.1460 18.8475 -20.7895 0.3901
H 9.9557 18.1642 -21.9612 0.4150
H 11.4925 17.3104 -21.5099 0.3204
C 19.3003 10.5444 -14.4335 -1.1433
C 17.8289 10.7941 -14.2049 0.6101
O 17.0321 10.0754 -13.7369 -0.3363
N 17.3258 12.2586 -14.4738 -0.0870
H 17.9221 12.9192 -13.9737 0.4126
H 17.3261 12.4117 -15.4793 0.4080
C 15.9038 12.4761 -13.9466 -0.9430
H 19.8929 11.1046 -13.7057 0.3483
H 19.5245 10.8289 -15.4649 0.3674
H 19.6602 9.5214 -14.3322 0.3563
H 15.4387 13.1712 -14.6433 0.3315
H 15.9753 12.9990 -12.9978 0.2891
H 15.3180 11.5741 -13.8239 0.3251
C 10.4730 10.8940 -14.7124 -0.6986
C 10.5120 9.6799 -15.5654 0.5102
O 11.4957 9.0640 -15.7810 -0.4002
N 9.1882 9.1933 -16.0864 -0.0968
H 9.0332 8.2959 -15.6056 0.4124
H 8.4070 9.7820 -15.7953 0.3751
C 9.1819 9.0416 -17.6215 -0.6747
H 11.4310 11.3061 -14.4004 0.2085
H 9.9118 10.7327 -13.7841 0.5158
H 9.9897 11.7768 -15.1468 -0.0421
H 8.9110 10.0128 -18.0155 0.2109
H 8.3943 8.3215 -17.8309 0.3990
H 10.1571 8.6461 -17.8835 0.3451
C 11.5597 16.8277 -11.0164 -0.4694
C 12.2858 15.6867 -10.3294 0.5922
O 11.9680 15.2211 -9.2988 -0.4084
N 13.3285 14.9357 -11.1450 0.4776
H 13.1349 13.9340 -11.0867 0.4155
H 13.2003 15.0983 -12.1569 -0.0715
C 14.7129 15.3231 -10.6976 -0.3613
H 10.5317 16.9721 -10.7061 0.4980
H 11.6365 16.7587 -12.1032 -0.0858
H 12.1580 17.7086 -10.7598 0.1389
H 15.3825 14.6755 -11.2563 0.0428
H 14.7794 15.2199 -9.6193 0.3661
H 14.8759 16.3531 -11.0131 0.2183
C 8.8969 14.7302 -16.2721 -0.3310
C 7.8257 15.6664 -16.6418 0.2435
O 7.8620 16.5196 -17.4576 -0.4360
N 6.5330 15.5659 -15.7707 -0.1997
H 6.6049 14.6579 -15.3072 0.3913
H 6.6790 16.2040 -14.9763 0.4022
C 5.2067 15.8986 -16.4972 -0.7508
H 9.8463 15.0583 -16.6947 -0.3611
H 8.7865 13.7050 -16.6345 0.3495
H 9.0470 14.6796 -15.1899 0.5230
H 5.3914 16.6039 -17.2966 0.3092
H 4.4923 16.1815 -15.7307 0.3746
H 4.9450 14.9021 -16.8478 0.3522
C 10.7278 12.9501 -20.5523 -1.2949
C 10.8466 12.4862 -19.1360 0.6698
O 9.9592 12.1414 -18.4245 -0.3619
N 12.2092 12.7293 -18.5006 0.3689
H 12.8922 13.2727 -19.0253 0.4446
H 12.0482 13.1950 -17.5825 0.3054
C 12.9319 11.4294 -18.1589 -0.5512
H 11.3809 12.3448 -21.1873 0.4440
H 10.9720 14.0064 -20.6544 0.2159
H 9.7065 12.7841 -20.8893 0.4163
H 13.4775 11.1469 -19.0547 0.4262
H 12.2435 10.6489 -17.8489 0.1370
H 13.5684 11.6492 -17.3060 0.1848
C 15.0982 16.6641 -16.5261 -0.4078
C 15.0261 18.1295 -16.4076 0.5371
O 14.6715 18.8645 -17.2652 -0.4600
N 15.3470 18.7264 -15.0691 0.3548
H 14.8168 18.1722 -14.3724 -0.1981
H 16.3437 18.6815 -14.8447 0.3812
C 14.7955 20.1250 -14.9453 -0.8109
H 14.3067 16.1613 -17.0791 -0.0853
H 15.1179 16.2508 -15.5143 0.1021
H 15.9742 16.3965 -17.1270 0.4580
H 14.7973 20.5182 -13.9304 0.3404
H 13.7259 20.0062 -15.1196 0.3665
H 15.2280 20.7959 -15.6763 0.3713
O 12.6282 19.0335 -11.7849 -0.5442
C 13.6485 18.3802 -12.3764 0.4657
O 13.4090 17.5612 -13.3168 -0.7610
O 14.8182 18.6508 -12.0218 -0.7138
H 13.0264 19.5202 -11.0463 0.3629
O 12.1761 15.9388 -15.2785 -0.0141
C 12.5072 14.6418 -15.0495 0.2139
O 12.2269 13.8015 -15.9519 -0.8896
O 13.1661 14.4406 -13.9894 -1.0093
H 12.5696 16.3862 -14.4887 0.2857
```

The relative energy (zero: lowest compared OMol25 entry of this formula, charge and spin) comes out at 0.0000 eV. The highest occupied orbital energy comes out at -0.694 hartree. Its total charge is +5. As for the calculated total energy: -61788.819 eV. The value obtained for the gap between HOMO and LUMO is 7.2814 eV. As for the largest force on an atom: 2.993 eV/Å.


Which value of highest occupied orbital energy does entry 2 give?
-0.341 hartree